Record 1
DFT (ωB97M-V/def2-TZVPD) results for a structure of composition C39H60AlBr3CaF7MgN5O10S.

CARTESIAN COORDINATES (ANGSTROEM)
H (7.6441, -5.1630, -2.8854)
H (-1.1277, 7.2360, 3.5979)
C (-0.3101, -4.4322, -0.0835)
C (-2.2588, 0.7357, -0.4643)
H (3.4975, 0.1191, -0.0383)
H (-1.0053, -3.5051, -0.0778)
H (-1.8884, -2.1218, 4.7776)
F (0.1305, 8.5378, -7.9830)
F (-3.9872, -2.0925, 7.9549)
H (8.6421, -1.6588, -1.1074)
C (-2.1322, -4.1678, 3.7557)
C (-3.8335, -1.4616, -0.2923)
H (3.9785, -2.9934, -0.2613)
C (-0.6429, 6.3031, -5.4181)
H (-1.7319, -4.2844, -2.4653)
C (-2.5286, -2.5955, 3.9303)
C (-4.0313, 1.5765, -2.7548)
H (-2.8766, 3.3278, 4.6229)
C (1.1557, -3.9784, -0.5889)
C (-3.5632, -5.3111, -1.4246)
H (-1.6118, 0.3662, 0.4064)
H (-2.7793, 6.5066, -5.6725)
C (1.7209, -2.6555, 0.1828)
F (-2.5160, -1.4256, 10.3766)
C (3.7546, -0.8899, 0.4837)
H (-3.6195, 6.2911, -2.4968)
Al (-3.4205, -0.7580, 8.9947)
H (3.1186, -1.8201, -1.4578)
H (-0.0432, -6.2412, -1.4007)
H (7.0298, -6.7962, -2.4693)
H (0.9764, -1.7881, -0.0368)
O (4.8092, -4.7810, -1.7013)
Br (2.2118, -1.5903, 6.1062)
C (-2.6427, 7.5738, 2.9266)
H (-0.1973, -4.7591, 1.0313)
H (1.9304, -4.8209, -0.3828)
C (-3.5000, -0.0443, -1.0253)
H (-0.7740, -6.2206, 3.6195)
H (-4.2450, -2.9701, 5.4010)
Br (0.4495, -2.5905, 8.5858)
C (7.9038, -5.5044, 0.0258)
H (-1.0232, 5.7581, -1.4644)
H (-0.5481, 6.5650, -4.3562)
H (2.1591, 7.5724, -6.5944)
C (-2.0370, -5.2918, -1.9897)
C (8.7348, -0.6654, -3.1123)
C (-4.0700, -2.4548, 4.3848)
O (1.4644, 8.0495, -4.7057)
O (-4.5789, -0.3493, 1.9485)
H (-4.3674, -1.3301, 4.4638)
N (7.3179, -2.3117, -2.6506)
H (-1.9654, -6.0845, -2.8356)
H (-1.8400, 6.8683, -7.1396)
H (-2.2804, -2.0751, 2.9359)
H (1.1711, -3.7476, -1.7214)
C (-3.6269, -2.8019, -1.0839)
H (-2.0144, 7.5484, -0.2047)
O (-2.8683, 7.4760, 4.1580)
C (-2.9027, 6.2389, -1.6725)
H (-2.5672, 3.5102, -2.9802)
H (9.5139, 0.0765, -3.0104)
C (-4.3099, -4.2962, 0.8800)
H (6.3324, -2.4456, -4.5398)
C (-4.3635, -1.5521, 1.2056)
C (-1.8586, 6.9605, -6.0526)
C (-1.7959, 3.4608, 4.5709)
C (0.6200, 8.9641, -6.7919)
S (-4.5590, -5.9522, 1.6698)
H (-5.3265, -4.1872, 3.6927)
C (-4.6020, -3.0255, 1.7983)
C (8.3158, -1.5308, -2.1293)
H (-1.2814, 2.7977, 5.2668)
C (5.9624, -5.1787, -1.5594)
Mg (2.4457, -0.2027, 3.2824)
H (1.8165, -2.8213, 1.3256)
C (7.9579, -0.9297, -4.2661)
H (6.8276, -3.0392, -2.1541)
H (3.3185, -0.8102, 1.5584)
Ca (-1.3916, 8.5681, -4.1978)
H (2.4270, -3.6460, 7.5046)
C (-1.8944, 2.1065, -1.2025)
O (-3.4113, 7.8118, 1.9754)
C (-2.8296, 2.5367, -2.4232)
H (8.4535, -5.9243, -0.8148)
H (-6.1357, -2.5548, 3.3880)
H (4.9168, -0.9217, 0.5373)
H (7.8270, -6.2503, 0.8193)
H (-1.4369, 3.3067, 3.5536)
C (-5.1203, -3.1191, 3.3166)
H (6.1394, -5.7648, -3.6013)
C (6.7515, -5.7648, -2.6975)
N (-4.3852, 0.3338, -2.1035)
N (-3.8531, -4.1542, -0.5169)
N (-1.4962, 4.8580, 4.9787)
H (8.0250, -0.4301, -5.2219)
C (1.2642, 7.7752, -5.9873)
H (-1.9055, 8.0206, -5.8072)
H (-3.8346, -6.3401, -0.9957)
H (-3.2572, 5.4941, -0.9546)
C (-2.7472, 7.5930, -1.0149)
H (-0.9863, 2.7412, -0.8742)
O (-1.8391, 5.1882, 6.1001)
H (-3.2336, -2.7114, -2.1753)
H (-0.8116, 5.2214, -5.4448)
H (-5.4938, -0.3490, 2.3452)
F (-2.3512, 0.3118, 8.0481)
H (-2.3787, 8.3281, -1.7379)
H (5.9727, -4.6913, 0.3733)
H (8.4354, -4.6303, 0.4078)
H (-5.6796, -6.5993, 1.1493)
O (-0.9275, 5.5761, 4.1597)
C (7.0897, -1.9486, -3.9513)
O (0.5521, 6.5100, -6.1420)
H (-3.6986, 7.9426, -0.6085)
H (-4.7173, 1.9080, -3.6362)
F (-0.4041, 9.6033, -6.1601)
C (-1.5243, -5.3450, 3.7339)
C (1.5554, -3.1320, 7.0965)
H (-1.4670, -6.4234, -0.1309)
O (-1.6500, 5.8098, -2.2019)
F (1.5334, 9.9086, -7.0965)
N (6.5643, -5.0947, -0.3404)
O (-1.3430, 7.3785, 2.6481)
F (-4.8183, 0.1700, 9.5861)
C (3.1683, -2.1655, -0.3435)
H (-4.2445, -5.1673, -2.3628)
C (-0.9304, -5.7017, -0.8735)
Br (0.6399, -4.3928, 5.9423)

Summary:
**E**: -339774.996 eV
**M**: 1255.1 g mol⁻¹
**Maximum force**: 6.842 eV/A
**LUMO level**: -10.0 eV
**Orbital gap**: 1.4 eV
**Total charge**: +2

Löwdin population analysis, charges in e, atoms 1 to 6: H 0.084; H 0.087; C -0.215; C 0.002; H 0.100; H 0.098

Record 2
DFT (ωB97M-V/def2-TZVPD) results for a cluster of 4 separate species, C2H12NO3 in total.

CARTESIAN COORDINATES (ANGSTROEM)
H (0.5124, -0.3289, 3.1459)
N (-0.4724, -0.0918, -1.2952)
H (1.1199, -1.3437, -0.9198)
O (0.9160, 0.0931, 2.3713)
H (-0.8477, 0.5839, -1.9437)
H (1.2486, -0.3516, -2.4085)
H (4.6548, 1.9619, 2.3003)
H (-2.4001, -0.6287, -0.7536)
H (1.5324, 0.3785, -0.8176)
C (0.9449, -0.3685, -1.3591)
H (4.2056, 0.5466, 2.1631)
H (1.7405, 0.4673, 2.7067)
H (-4.7799, 0.0946, -2.4430)
O (-4.5295, -0.1440, -1.5421)
O (3.8572, 1.4464, 2.1318)
H (-0.9782, -1.5078, 0.1690)
H (-5.3576, -0.0865, -1.0483)
C (-1.3672, -0.7208, -0.4573)

Summary:
**Energy above the lowest of the compared OMol25 structures with the same formula, charge and spin**: 6.3 kcal per mole
**E**: -9899.039 eV
**M**: 98.1 g mol⁻¹
**Maximum force**: 0.742 eV/A
**LUMO level (alpha / beta)**: 0.7 / 0.7 eV
**Orbital gap (alpha / beta)**: 5.8 / 9.9 eV
**Multiplicity**: 2

Löwdin population analysis, charges in e, atoms 1 to 6: H 0.039; N -0.179; H 0.072; O -0.070; H 0.109; H 0.073

Record 3
DFT (ωB97M-V/def2-TZVPD) results for a cluster of 2 separate species, C4H13N2O2 in total.

CARTESIAN COORDINATES (ANGSTROEM)
H (0.8695, 0.8178, -1.3661)
C (0.7578, 1.0448, -0.2238)
H (-0.7155, -1.2726, 0.1447)
H (-2.1517, -0.5046, 0.4967)
C (-0.6527, 0.8844, 0.0546)
N (1.9769, -0.4188, 2.8201)
N (-1.3538, -0.4637, -0.1184)
H (1.4460, -0.7992, 3.6195)
H (-2.9327, -1.5160, -3.8105)
H (-1.3356, 1.5348, -0.4454)
O (0.3475, -1.3599, 1.5534)
H (2.8623, 0.1175, 2.9912)
C (1.8173, 0.1421, 0.4561)
H (-1.6605, -0.5517, -1.0664)
O (-2.7008, -0.5437, -3.6102)
H (2.0634, -0.7850, -0.3432)
H (-2.7744, 0.0823, -4.4237)
H (-1.0581, 1.3812, 1.0554)
H (1.0588, 2.0647, 0.0129)
C (1.3333, -0.6401, 1.6247)
H (2.8031, 0.7856, 0.5784)

Summary:
**Energy above the lowest of the compared OMol25 structures with the same formula, charge and spin**: 45.3 kcal per mole
**E**: -11429.783 eV
**M**: 121.2 g mol⁻¹
**Maximum force**: 5.303 eV/A
**LUMO level (alpha / beta)**: 0.7 / 0.5 eV
**Orbital gap (alpha / beta)**: 3.4 / 11.2 eV
**Multiplicity**: 2

Löwdin population analysis, charges in e, atoms 1 to 6: H 0.133; C -0.257; H 0.101; H 0.036; C -0.310; N 0.140

Record 4
DFT (ωB97M-V/def2-TZVPD) results for the molecule C8H13PSi.

CARTESIAN COORDINATES (ANGSTROEM)
C (0.4086, 1.6117, -2.9841)
H (1.5893, -2.8673, 0.6340)
P (2.1858, -1.8058, 1.4896)
C (-1.0435, 0.3627, -1.4742)
C (-0.3220, 0.6447, 2.5416)
H (-2.4116, -1.2187, 1.1476)
C (0.0167, 0.1393, -0.6128)
Si (-0.1010, -0.6165, 1.1287)
H (-0.3512, 1.7163, 2.2029)
H (2.1017, 0.6747, -0.0767)
H (-1.2399, 0.4727, 3.1933)
H (-1.6031, -2.4139, 2.0535)
H (-1.6681, 1.2219, -3.2858)
H (2.2309, -2.3908, 2.8143)
H (0.5078, 0.7361, 3.2487)
H (-1.5515, -2.3556, 0.0856)
H (0.7032, 2.2896, -3.8267)
C (1.2578, 0.7862, -0.9243)
C (-0.8572, 1.0999, -2.6704)
C (1.4863, 1.5645, -2.0602)
C (-1.5954, -1.7994, 1.1062)
H (2.2839, 2.0982, -2.3685)
H (-2.0274, 0.0493, -1.3623)

Summary:
**Structure (SMILES)**: C[Si](C)(P)c1ccccc1
**Energy above the lowest of the compared OMol25 structures with the same formula, charge and spin**: 7.0 kcal per mole
**E**: -25671.707 eV
**M**: 168.3 g mol⁻¹
**Maximum force**: 5.477 eV/A
**LUMO level**: 0.8 eV
**Orbital gap**: 9.4 eV

Löwdin population analysis, charges in e, atoms 1 to 6: C -0.075; H -0.175; P 0.514; C -0.097; C -0.239; H -0.044

Record 5
DFT (ωB97M-V/def2-TZVPD) results for a structure of composition C17H18BN7O3PtS.

CARTESIAN COORDINATES (ANGSTROEM)
N (-1.4632, 0.3406, -0.4961)
C (3.3122, 0.8151, -3.2190)
N (3.5627, 0.0407, 0.2471)
C (-3.6296, -0.6551, -0.8867)
H (-0.7840, -2.6908, 4.0823)
N (1.6575, 0.2243, -1.8919)
N (2.8675, 0.8733, -1.9450)
H (-6.6899, -2.0982, -0.7051)
C (0.6575, 2.8607, 1.0296)
B (3.5796, 1.3419, -0.6352)
H (4.2446, 1.2911, -3.4867)
H (-0.3729, 2.7226, 1.3190)
H (3.7469, 3.9506, 0.6616)
O (-1.4744, -1.9819, -1.5840)
C (4.5154, -0.7026, 0.8437)
H (-6.7681, -0.6820, 1.3410)
N (1.2863, 1.9123, 0.3053)
H (1.6714, -2.2729, 1.4677)
H (0.4917, -0.9099, -3.2366)
H (4.3666, -2.5700, 2.0129)
C (-5.8409, -1.4616, -0.4391)
C (-3.6298, 0.1068, 0.2774)
N (2.3597, -0.5505, 0.4862)
O (-2.1079, 0.0044, -2.9574)
H (-1.6742, -3.3443, 2.6625)
H (-2.3717, -2.0048, 3.6265)
C (1.3732, -0.3023, -3.1005)
C (-1.4514, -2.4585, 3.2475)
C (3.8907, -1.7863, 1.4614)
H (-0.9630, -1.7319, 2.5852)
H (1.4052, 4.7567, 1.8597)
C (-2.2673, 0.5747, 0.6105)
H (2.4635, -0.1759, -5.0038)
Pt (0.5780, 0.0899, -0.1913)
H (4.6651, 1.8060, -0.8135)
C (-4.7683, 0.1046, 1.0953)
O (-1.8132, 1.0364, 1.6681)
C (-4.7075, -1.4512, -1.2624)
C (2.3944, 0.0778, -3.9634)
S (-2.0657, -0.6659, -1.6860)
C (-5.8664, -0.6691, 0.7250)
H (-4.7621, 0.7163, 2.0001)
N (2.5888, 2.2913, 0.0902)
C (2.7768, 3.4789, 0.6919)
H (-4.6448, -2.0463, -2.1735)
H (5.5459, -0.3990, 0.7706)
C (1.5844, 3.8663, 1.2908)
C (2.5308, -1.6720, 1.2181)

Summary:
**Energy above the lowest of the compared OMol25 structures with the same formula, charge and spin**: 0.0 kcal per mole
**E**: -49232.064 eV
**M**: 606.3 g mol⁻¹
**Maximum force**: 2.833 eV/A
**LUMO level (alpha / beta)**: -6.6 / -11.2 eV
**Orbital gap (alpha / beta)**: 8.8 / 4.1 eV
**Multiplicity**: 5
**Total charge**: +2

Löwdin population analysis, charges in e, atoms 1 to 6: N -0.124; C 0.017; N 0.034; C -0.202; H 0.030; N -0.146

Record 6
DFT (ωB97M-V/def2-TZVPD) results for the molecule CH9P3Si.

CARTESIAN COORDINATES (ANGSTROEM)
H (2.8230, 0.9554, -1.6301)
H (-0.7886, -2.6239, -0.2473)
H (-1.1635, 0.0561, 1.9131)
Si (0.0098, -0.0470, -0.3139)
H (2.7688, 0.2729, 0.2435)
P (0.4407, -2.2002, -0.8226)
H (1.1945, -2.0732, 0.4143)
H (-0.4369, 1.6788, 1.3371)
H (0.5014, 0.3827, 2.1297)
H (-2.8072, 0.6478, -0.4118)
H (-2.3741, 0.0090, -2.1719)
P (2.0054, 1.2723, -0.5225)
P (-1.8734, 1.1085, -1.3643)
C (-0.2998, 0.5608, 1.4466)

Summary:
**Structure (SMILES)**: C[Si](P)(P)P
**Energy above the lowest of the compared OMol25 structures with the same formula, charge and spin**: 6.1 kcal per mole
**E**: -36925.721 eV
**M**: 142.1 g mol⁻¹
**Maximum force**: 2.000 eV/A
**LUMO level**: 0.7 eV
**Orbital gap**: 9.6 eV

Löwdin population analysis, charges in e, atoms 1 to 6: H -0.203; H -0.175; H 0.025; Si -0.097; H -0.158; P 0.504